The following is a DFT calculation (ωB97M-V/def2-TZVPD) of 13 unconnected molecules or ions with the total composition C30H36Cl24FNO4 in a non-equilibrium geometry.

Last column: Mulliken charge in e.
Cartesian coordinates (Å):
C1 -0.62944 -0.59180 -1.18738  -0.6493
C2 -0.16385 0.56353 -0.34341  0.4209
O1 0.41117 0.34609 0.68216  -0.6144
N1 -0.33516 1.96240 -0.74354  0.5712
C3 0.60071 2.35705 -1.77212  0.1563
C4 0.31663 2.21494 -3.24819  0.3646
O2 1.65988 2.80321 -1.41949  -0.5096
C5 -1.68125 2.36009 -1.02028  -1.1965
C6 -2.52443 1.77231 -1.95088  0.0718
C7 -3.81527 2.20106 -2.15574  -0.2159
C8 -4.30251 3.28021 -1.40543  1.2375
C9 -3.48562 3.92884 -0.49027  -0.8551
C10 -2.19064 3.45255 -0.30972  1.4125
F1 -1.42097 4.09141 0.58651  -0.3748
C11 -5.72787 3.67572 -1.65053  -0.0946
O3 -6.10851 4.81729 -1.69510  -0.5414
C12 -6.64831 2.51282 -1.88291  0.5441
C13 -7.94109 2.44840 -1.37389  -0.8654
C14 -8.68771 1.30182 -1.62863  -0.4837
C15 -8.20595 0.24680 -2.39801  -0.6924
C16 -6.91020 0.31508 -2.91727  -0.6189
C17 -6.14989 1.44220 -2.63774  0.5381
C18 -4.73639 1.55231 -3.12762  -0.2515
O4 -4.40092 1.17642 -4.22500  -0.5606
H1 -0.47691 -0.43688 -2.25704  0.1617
H2 -1.71170 -0.67988 -1.05149  0.2322
H3 -0.21197 -1.53286 -0.84303  0.3543
H4 0.82990 1.32618 -3.60612  -0.3003
H5 -0.73249 2.23146 -3.53366  0.4057
H6 0.78170 3.07436 -3.73316  -0.3041
H7 -2.17511 0.93848 -2.54533  0.4759
H8 -3.86262 4.78948 0.06733  0.1586
H9 -8.31616 3.26898 -0.77707  0.4984
H10 -9.68713 1.21944 -1.21675  0.3780
H11 -8.78635 -0.64282 -2.60221  0.4196
H12 -6.48453 -0.47577 -3.52101  0.5190
C19 0.73687 -4.74477 1.99577  0.1107
Cl1 -0.89065 -4.07201 2.15924  -0.1626
Cl2 1.14143 -5.01329 0.29210  -0.1646
H13 1.44788 -4.04762 2.43014  -0.1585
H14 0.78131 -5.69143 2.52111  0.3491
C20 3.51669 0.32809 -1.83938  0.2050
Cl3 2.79296 -0.00392 -3.41667  -0.1743
Cl4 5.10726 -0.41038 -1.69358  -0.1740
H15 3.61380 1.39990 -1.72243  0.0178
H16 2.87227 -0.07755 -1.06680  0.1195
C21 -2.56300 -1.52877 -4.83841  -0.4907
Cl5 -3.13498 -1.46777 -3.17074  -0.0097
Cl6 -1.14685 -0.49373 -5.07847  -0.0853
H17 -2.29235 -2.55165 -5.07409  0.4248
H18 -3.35963 -1.18805 -5.49001  0.3028
C22 7.60652 -3.61038 2.36188  0.0630
Cl7 9.25981 -4.14821 2.67821  -0.1621
Cl8 6.79522 -3.08278 3.84286  -0.1376
H19 7.63828 -2.78138 1.67095  0.2655
H20 7.04598 -4.43150 1.93366  -0.0315
C23 4.44911 4.69109 0.03376  0.1896
Cl9 5.71721 4.27005 1.19125  -0.1677
Cl10 5.10536 5.53923 -1.37394  -0.1653
H21 3.96500 3.78176 -0.30258  -0.1190
H22 3.72883 5.33515 0.52339  0.2642
C24 3.41278 -2.79557 4.88980  -0.4534
Cl11 3.51085 -4.39065 4.13011  -0.1104
Cl12 1.73433 -2.31488 5.17472  -0.1463
H23 3.93488 -2.82688 5.83901  0.3528
H24 3.87836 -2.07076 4.23159  0.3814
C25 2.43915 4.13476 -6.22978  -0.1945
Cl13 2.52649 2.52993 -6.96415  -0.1448
Cl14 0.79692 4.51989 -5.69713  -0.1465
H25 3.09733 4.15981 -5.36850  0.1969
H26 2.74849 4.87187 -6.96093  0.3195
C26 1.55621 -0.97171 8.58401  -0.1440
Cl15 3.21566 -1.46050 8.94139  -0.1343
Cl16 0.71184 -0.40674 10.03188  -0.1755
H27 1.57829 -0.16807 7.85761  0.2827
H28 1.02459 -1.82624 8.18130  0.1728
C27 6.48482 -4.76019 -1.87879  -0.1686
Cl17 5.06154 -4.80067 -2.92209  -0.1410
Cl18 6.16507 -5.51006 -0.30686  -0.1581
H29 7.28893 -5.30200 -2.36237  0.2964
H30 6.77028 -3.72604 -1.71848  0.1752
C28 -4.11155 -5.07963 -1.31220  -0.3635
Cl19 -2.36898 -4.79925 -1.48469  -0.0892
Cl20 -5.08675 -3.60330 -1.14788  -0.1237
H31 -4.46250 -5.61776 -2.18480  0.2926
H32 -4.25823 -5.67506 -0.41901  0.2920
C29 3.71562 -5.53757 9.12569  -0.3992
Cl21 3.85201 -4.57712 10.60059  -0.1459
Cl22 3.36256 -4.54523 7.70184  -0.0471
H33 4.65432 -6.05276 8.96026  0.2836
H34 2.91209 -6.25331 9.25199  0.2980
C30 -2.29619 7.05893 1.73472  -0.0034
Cl23 -3.69092 6.89274 0.65605  -0.1432
Cl24 -2.72322 7.89248 3.23238  -0.1692
H35 -1.92685 6.07008 1.97726  0.0474
H36 -1.53160 7.63046 1.22232  0.3098

Net charge   0
Frontier orbital gap   0.3244 hartree



The following is a DFT calculation (ωB97M-V/def2-TZVPD) of a molecular structure, C30H36N6O11P2STi in a non-equilibrium geometry.

Last column: Mulliken charge in e.
Cartesian coordinates (Å):
Ti1 -0.21884 0.26044 -0.65367  -0.6410
C1 -1.71253 -6.02153 1.75568  -1.3079
C2 -0.61996 -4.97030 1.63887  -0.2836
N1 -0.96697 -3.74683 2.33993  0.2404
C3 -1.36170 -2.61360 1.74948  -0.1603
S1 -1.68489 -1.25466 2.87099  -0.4147
N2 -1.51007 -2.52222 0.47184  -1.3067
N3 -1.82451 -1.26257 0.00016  1.8580
C4 -2.91553 -1.13152 -0.65843  0.5965
C5 -3.89667 -2.22603 -0.91104  -1.9832
C6 -3.20871 0.24170 -1.10291  0.6743
C7 -4.42267 0.57529 -1.68324  -0.9173
C8 -4.71191 1.91134 -1.92002  -0.5881
C9 -3.79473 2.86834 -1.52786  -1.2594
C10 -2.58855 2.45340 -0.98166  -0.0350
N4 -2.27452 1.17281 -0.80565  0.6868
H1 -1.42763 -6.92248 1.21506  0.4068
H2 -1.88678 -6.29435 2.79599  0.3453
H3 -2.64821 -5.65191 1.33826  0.2948
H4 0.32286 -5.33635 2.05363  0.4230
H5 -0.44433 -4.70742 0.59650  0.1805
H6 -0.93682 -3.73807 3.34613  0.2947
H7 -4.80899 -2.06287 -0.33409  0.3388
H8 -4.16761 -2.24322 -1.96672  0.5045
H9 -3.46851 -3.18491 -0.63395  0.3542
H10 -5.13752 -0.19300 -1.93275  0.4672
H11 -5.64870 2.19414 -2.37867  0.4601
H12 -3.99083 3.92397 -1.64214  0.4713
H13 -1.85614 3.17592 -0.65491  0.7034
C11 2.41066 -1.77054 -4.56312  -1.6778
C12 1.62249 -1.74840 -3.26163  1.5971
O1 1.61874 -3.04145 -2.62616  -0.7867
P1 2.51226 -0.80084 -1.96848  0.1656
O2 3.50377 0.33171 -2.42421  -0.5161
O3 3.57477 -1.85653 -1.43514  -0.6629
O4 1.60528 -0.39682 -0.82993  0.7657
P2 -0.14058 -1.22817 -3.58791  0.7085
O5 -0.81005 -2.71709 -3.54533  -0.6519
O6 -0.42713 -0.59205 -4.87225  -0.7925
O7 -0.64997 -0.59950 -2.28056  -0.3679
H14 3.43082 -2.11512 -4.38606  0.3827
H15 2.42132 -0.77789 -5.00733  0.2849
H16 1.93176 -2.45691 -5.26146  0.4089
H17 0.78489 -3.48194 -2.85310  0.4233
H18 4.42315 0.09073 -2.23319  0.3626
H19 3.18780 -2.74386 -1.35979  0.3644
H20 -1.25349 -2.88666 -4.38806  0.3130
O8 1.34685 0.99675 -3.37606  -0.4939
C13 1.00635 1.99814 -2.77080  -0.4597
N5 0.46760 2.00709 -1.50219  1.8644
C14 0.44984 3.32138 -1.03544  -0.1062
O9 0.10976 3.64390 0.07991  -0.6350
C15 0.87662 4.21328 -2.14626  -0.0523
C16 0.96801 5.58891 -2.22117  -0.6300
C17 1.39114 6.12438 -3.43424  -0.4905
C18 1.71193 5.30708 -4.51467  -0.6872
C19 1.62724 3.92050 -4.42506  -0.2347
C20 1.19889 3.40118 -3.21947  0.1603
H21 0.72774 6.21627 -1.37471  0.5321
H22 1.47552 7.19697 -3.54331  0.4183
H23 2.03351 5.76306 -5.44121  0.4352
H24 1.87643 3.27759 -5.25705  0.5577
C21 3.25752 -4.25419 6.13393  -1.4634
C22 2.47188 -3.30862 5.27620  0.4148
C23 2.55834 -3.34293 3.89483  -1.1221
C24 1.83687 -2.47866 3.07413  0.8287
C25 2.05373 -2.60322 1.59174  -0.9071
C26 0.98692 -1.53963 3.67356  0.4487
C27 0.04502 -0.61264 2.93677  -0.5007
O10 0.47418 -0.22216 1.64725  -0.4295
C28 0.90175 -1.47267 5.07650  1.0012
C29 0.03401 -0.46073 5.77141  -1.8144
C30 1.63840 -2.35599 5.84922  -0.9708
H25 3.89373 -4.89967 5.53139  0.3663
H26 2.59275 -4.88615 6.72429  0.3360
H27 3.89109 -3.70762 6.83220  0.3567
H28 3.22099 -4.06175 3.42761  0.2892
H29 2.74755 -3.42129 1.39873  0.4841
H30 2.47846 -1.69002 1.18489  0.2299
H31 1.13241 -2.80704 1.04559  0.0796
H32 -0.07659 0.29736 3.52833  0.9208
H33 -1.01672 -0.55294 5.49052  0.3174
H34 0.35087 0.55990 5.54657  0.3823
H35 0.09917 -0.59082 6.84903  0.4115
H36 1.56489 -2.29390 6.92798  0.3839
O11 -0.70897 1.68338 2.02660  -0.4641
N6 -0.19794 1.05010 1.19638  0.5180

<S²>   0.7580
Net charge   +1
Multiplicity   2
Frontier orbital gap (spin up / spin down)   0.2758 / 0.2644 hartree
ΔE to the lowest compared entry with this formula, charge and spin   94.1 kJ/mol